Here is a molecular structure, C23H48NO15S2 in a non-equilibrium geometry from the Open Molecules 2025 dataset. Energies are from ωB97M-V/def2-TZVPD.

Calculated values
net charge: -1
molecular weight: 642.76 g/mol
LUMO: 2.31 eV
E_tot: -78501.944 eV

```
89
Properties=species:S:1:pos:R:3:forces:R:3
C -2.02228 6.47119 0.09925 -0.21 -0.03 0.23
C -1.12522 5.82222 -0.91521 -0.47 0.29 -0.13
O -1.87677 4.86064 -1.62337 0.22 -0.09 0.14
C -1.08897 3.89268 -2.28968 -0.78 -0.22 -0.04
C -1.78990 2.53787 -2.17380 -0.29 1.14 0.53
O -2.23449 2.33985 -0.83835 0.38 -0.34 -0.11
C -1.48469 1.37085 -0.12347 -0.37 0.10 0.46
C -0.00324 1.63130 -0.09875 0.37 -0.48 -0.38
O 0.62112 0.57770 0.64036 -0.33 0.21 -0.14
C 1.51027 1.02711 1.59698 -0.08 0.08 0.25
S 3.04611 1.70559 0.90055 1.18 -0.13 0.52
O 2.90814 1.89435 -0.51633 -0.81 0.31 -0.52
O 4.10040 0.76301 1.23222 0.10 -0.55 0.49
N 3.17411 3.06164 1.76178 0.17 -0.48 -0.59
S 4.53889 3.86648 1.56839 -0.56 0.57 0.27
O 4.23868 5.26573 1.63788 -0.17 0.81 0.42
O 5.37599 3.47010 0.48136 0.43 -0.64 -0.47
H -1.44817 7.09805 0.76767 0.21 0.25 0.15
H -2.78278 7.07858 -0.37110 -0.24 0.18 -0.19
H -2.52351 5.72163 0.69939 -0.07 -0.25 0.12
H -0.78324 6.59532 -1.60759 0.41 0.02 -0.11
H -0.27649 5.37889 -0.40209 0.27 -0.23 -0.08
H -0.09218 3.84338 -1.87194 0.38 0.08 0.10
H -1.05996 4.16215 -3.34594 0.43 -0.03 -0.27
H -1.14826 1.74307 -2.50591 0.17 -0.28 -0.24
H -2.66996 2.58494 -2.80329 -0.32 -0.22 -0.17
H -1.83363 1.40770 0.90250 -0.22 0.07 0.23
H -1.68926 0.36556 -0.48240 0.09 -0.22 -0.30
H 0.23688 2.60688 0.30732 -0.04 0.26 0.33
H 0.43079 1.60184 -1.08808 0.09 0.09 -0.37
H 1.79986 0.18142 2.20078 0.26 -0.33 0.07
H 1.08990 1.76411 2.27438 -0.15 0.37 -0.05
H 5.23443 3.61529 2.70196 -0.05 -0.23 0.02
O -1.69762 -0.32668 -3.01789 -0.19 -0.24 -0.10
C -1.09151 -1.03925 -3.77038 0.39 -0.04 0.23
O -1.78071 -1.96761 -4.46188 -0.26 0.10 -0.26
C -1.22376 -2.76666 -5.50849 0.20 -0.20 -0.06
C -0.52261 -3.99403 -4.96588 0.05 0.04 0.18
C 0.41173 -0.97479 -3.88744 -0.01 0.16 -0.40
H -0.57779 -2.16522 -6.14994 0.06 0.03 0.07
H -2.07408 -3.07078 -6.11679 -0.09 0.07 0.07
H 0.32564 -3.72682 -4.33547 0.04 0.02 -0.06
H -0.16086 -4.61789 -5.78345 -0.02 0.00 -0.02
H -1.21120 -4.57934 -4.35633 -0.05 -0.02 -0.07
H 0.85089 -1.55915 -3.07969 0.00 0.01 0.03
H 0.72040 0.06161 -3.77385 -0.03 -0.01 0.20
H 0.80055 -1.32800 -4.83991 -0.02 -0.14 0.05
O 3.12201 -5.67259 0.34001 -0.05 -0.01 -0.01
C 3.98873 -4.95431 0.76430 0.19 0.01 -0.12
O 3.77261 -3.63551 0.83426 -0.23 0.00 0.15
C 4.67554 -2.72121 1.48098 0.17 0.27 0.01
C 5.78965 -2.28901 0.55527 0.08 -0.21 -0.15
C 5.34494 -5.50804 1.14746 -0.04 -0.03 0.42
H 5.04756 -3.14631 2.41542 0.01 -0.10 -0.05
H 4.07774 -1.85201 1.74880 -0.12 -0.03 -0.14
H 6.40885 -3.13515 0.24822 0.04 0.00 0.08
H 6.42535 -1.55232 1.04407 -0.06 0.07 0.00
H 5.37409 -1.84364 -0.34695 -0.05 0.13 0.07
H 5.95098 -5.59981 0.24780 0.01 0.01 -0.02
H 5.19830 -6.49611 1.57689 -0.06 -0.07 -0.17
H 5.88048 -4.90964 1.87934 0.06 0.09 -0.12
O -4.51186 -5.22974 -3.55932 -0.09 -0.07 -0.04
C -4.84398 -4.24855 -2.95008 0.26 0.23 -0.06
O -6.16167 -4.01535 -2.77190 -0.19 -0.25 0.03
C -6.65818 -2.97539 -1.92610 -0.04 0.23 0.03
C -6.71988 -1.64190 -2.64193 0.11 -0.01 -0.12
C -3.84158 -3.23585 -2.45917 -0.15 -0.19 0.51
H -6.08204 -2.92080 -1.00206 0.06 0.02 -0.03
H -7.66271 -3.29178 -1.64867 0.00 -0.11 -0.06
H -5.73000 -1.30334 -2.94664 0.02 0.03 0.08
H -7.15751 -0.88153 -1.99486 -0.01 0.00 0.01
H -7.32663 -1.72841 -3.54361 -0.06 -0.01 0.03
H -3.59539 -2.56380 -3.27554 0.03 0.06 0.00
H -2.94149 -3.76423 -2.15501 0.06 -0.03 -0.19
H -4.17377 -2.65357 -1.60362 -0.05 0.10 -0.10
O -1.53998 1.40428 4.13854 0.00 -0.04 -0.07
C -0.80084 1.57037 5.06704 -0.11 0.00 0.21
O 0.42473 1.01470 5.03378 0.09 -0.08 -0.28
C 1.44954 1.28679 5.98972 0.10 0.01 0.18
C 1.31852 0.41433 7.22158 -0.16 -0.03 0.01
C -1.24033 2.32103 6.30469 0.22 0.36 -0.05
H 1.47889 2.34952 6.23320 -0.06 0.01 0.02
H 2.38202 1.06081 5.47610 -0.05 0.00 -0.12
H 0.38490 0.60378 7.75242 0.03 0.06 0.03
H 2.14690 0.59684 7.90669 0.02 0.00 -0.01
H 1.32254 -0.63793 6.93787 0.07 0.00 -0.02
H -1.79047 1.63826 6.95066 0.00 -0.02 0.01
H -1.90267 3.12462 5.99427 -0.13 -0.11 -0.05
H -0.42555 2.76993 6.86798 0.01 -0.13 0.06
```
Forces are in eV/Å.



Here is a molecular structure, C23H49Cl8F6MgN4O9P in a non-equilibrium geometry from the Open Molecules 2025 dataset. Energies are from ωB97M-V/def2-TZVPD.

Calculated values
net charge: 0
molecular weight: 978.56 g/mol
LUMO: -5.75 eV
E_tot: -180247.426 eV

```
101
Properties=species:S:1:pos:R:3:forces:R:3
C -0.18306 1.42274 -7.33624 -1.00 0.00 -0.17
C -1.53388 0.81144 -7.01053 1.22 -0.90 0.74
O -2.07025 0.12269 -8.20043 -1.74 2.41 -0.19
C -1.58088 -0.15438 -5.83215 -0.84 -0.33 -0.01
N -0.66798 -1.25568 -6.03467 0.15 0.35 0.45
C 0.49745 -1.22553 -5.14012 0.40 -0.65 -0.22
C 0.14142 -1.50237 -3.67649 -0.40 0.18 -0.34
O 0.92905 -0.70600 -2.79110 0.04 -0.45 0.33
O 0.08858 0.17770 -2.04941 -0.08 0.49 -0.38
C -0.40578 -0.44673 -0.93077 -0.45 -1.09 0.36
O -1.33510 -1.21572 -0.94087 0.53 0.59 -0.16
O 0.26738 -0.04902 0.12831 -0.29 0.33 -0.25
C -0.41995 -0.11939 1.39084 0.43 0.78 0.52
C 0.29156 0.88153 2.30397 -0.89 -1.07 -0.28
C -0.24993 0.74367 3.71448 0.35 0.53 0.15
Cl -0.09164 2.50673 1.63936 0.64 0.23 0.08
H -0.29949 2.49905 -7.49887 0.34 0.11 -0.22
H 0.20261 0.93267 -8.22478 0.31 0.02 0.04
H 0.58471 1.32390 -6.49638 -0.32 0.22 -0.63
H -2.18864 1.68864 -6.71297 -0.08 -0.30 1.16
H -2.99213 -0.13262 -7.99579 0.38 -1.30 0.15
H -1.45463 0.39102 -4.89178 0.25 0.13 -0.03
H -2.59998 -0.55888 -5.79599 -0.11 0.11 0.09
H -1.15715 -2.12171 -5.85356 -0.09 -0.05 -0.32
H 1.07545 -0.31244 -5.26310 -0.12 0.21 0.14
H 1.15735 -2.02316 -5.47967 0.10 0.04 -0.13
H 0.29108 -2.55584 -3.43923 0.16 -0.01 0.19
H -0.91121 -1.29719 -3.49487 -0.04 0.09 0.10
H -0.37942 -1.12582 1.79549 -0.03 -0.11 -0.06
H -1.43578 0.25583 1.30833 -0.24 -0.48 -0.36
H 1.35780 0.70273 2.25645 0.12 0.29 0.02
H -1.19010 1.27968 3.81528 -0.19 -0.18 -0.03
H -0.36249 -0.30065 3.99627 -0.08 -0.08 -0.05
H 0.46222 1.18982 4.40205 -0.03 0.03 0.12
C 4.44385 2.79472 2.72172 0.16 0.21 -0.15
C 3.55569 1.88109 3.42331 -0.01 -0.03 0.04
N 2.84988 1.15659 3.96698 0.30 0.07 0.06
H 4.56278 3.72148 3.27990 -0.07 -0.02 0.06
H 5.42810 2.34953 2.58814 -0.03 -0.08 0.03
H 4.04653 3.04142 1.73768 -0.04 -0.05 0.00
Mg -3.08735 2.13685 -8.09959 -0.62 -0.44 -0.57
Cl -5.59740 4.46572 1.13610 0.01 0.01 0.02
C -4.44390 3.68844 0.02387 0.02 0.05 -0.11
C -4.30121 2.21296 0.29114 0.01 -0.09 -0.10
Cl -3.48952 1.89094 1.84590 -0.23 -0.01 0.06
H -3.49020 4.20161 0.11797 0.00 -0.01 0.07
H -4.82390 3.83966 -0.98526 -0.04 -0.04 0.00
H -3.69028 1.75754 -0.48749 0.04 0.03 0.01
H -5.26681 1.71514 0.30736 -0.02 0.02 0.07
O 1.84682 3.56938 -8.71943 -0.08 -0.12 -0.22
H 2.52405 3.01278 -8.30622 -0.18 0.03 0.33
H 1.80990 3.26709 -9.63177 0.13 0.06 -0.03
C 1.68639 -3.19522 4.72039 0.08 0.07 0.11
Cl 1.75339 -2.21014 3.25461 0.10 -0.08 -0.11
Cl 2.63847 -4.66735 4.48332 -0.02 -0.02 -0.03
Cl 2.33570 -2.27559 6.06895 -0.06 0.04 0.08
Cl 0.00478 -3.63068 5.05112 0.12 0.13 0.05
C 4.42123 -0.55425 10.56392 0.01 -0.19 0.00
C 4.06381 -0.29483 9.10839 -0.11 0.42 0.36
C 4.36720 1.14164 8.71020 0.01 -0.01 -0.20
O 2.68309 -0.57988 8.88578 0.10 -0.25 -0.21
H 3.83380 0.09202 11.22182 0.04 0.08 -0.03
H 4.19475 -1.58568 10.83446 0.03 -0.02 -0.03
H 5.47954 -0.36882 10.75216 0.00 0.02 0.01
H 4.62329 -0.97769 8.46716 -0.11 -0.06 -0.05
H 3.77791 1.83734 9.31382 0.05 -0.02 0.08
H 4.10198 1.31139 7.66612 0.02 -0.03 -0.01
H 5.42405 1.37635 8.84498 0.00 0.01 0.02
H 2.16445 0.01193 9.44049 -0.02 0.01 -0.01
F -7.83582 3.59706 -7.08645 0.45 -0.33 -0.51
P -7.26375 2.18859 -6.47028 -1.48 0.65 0.64
F -6.86482 1.34348 -5.12098 0.02 -0.48 -0.70
F -5.87838 1.39236 -7.09836 2.09 0.14 -1.18
F -6.08946 3.25351 -5.93415 -0.02 0.00 0.33
F -7.86165 1.49103 -7.82539 0.15 -0.41 0.60
F -8.75703 2.00270 -5.84187 0.37 0.57 0.14
C -4.11325 -6.57563 4.43071 -0.11 0.00 0.08
O -4.47439 -5.46464 4.76258 0.05 0.02 -0.02
N -2.98646 -6.83835 3.73969 0.07 -0.14 -0.06
C -2.60205 -8.18469 3.37111 0.09 0.22 -0.02
C -2.13513 -5.72416 3.35733 -0.24 0.01 0.10
H -4.69292 -7.48275 4.67550 0.02 -0.01 -0.02
H -1.63317 -8.43320 3.80940 -0.01 -0.09 -0.03
H -2.52992 -8.27205 2.28487 0.01 -0.09 0.00
H -3.34275 -8.89523 3.73166 -0.03 0.02 0.02
H -1.80180 -5.18605 4.24405 -0.08 -0.10 -0.13
H -2.69548 -5.02852 2.73130 0.07 0.05 -0.01
H -1.27019 -6.09314 2.81158 0.01 -0.04 0.02
C 5.23125 2.75155 -2.61999 -0.01 0.07 -0.03
C 4.37988 3.47769 -1.60487 0.01 0.06 -0.03
O 4.59461 4.63805 -1.28697 0.04 0.00 0.06
N 3.35100 2.78735 -1.04989 0.34 -0.09 -0.04
C 2.94628 1.41089 -1.29581 -0.21 0.47 0.42
H 6.00352 3.42994 -2.96850 -0.02 0.06 0.04
H 5.70672 1.87883 -2.17026 -0.05 -0.07 -0.06
H 4.62802 2.43645 -3.47326 0.01 -0.10 0.02
H 2.81604 3.32645 -0.38682 -0.12 0.00 -0.08
H 1.91851 1.41578 -1.64502 0.09 -0.22 -0.10
H 2.98782 0.86151 -0.35199 -0.01 -0.19 -0.10
H 3.58315 0.92221 -2.02400 0.02 0.10 -0.07
Cl 2.41358 1.61281 -5.95401 0.55 0.08 0.25
```
Forces are in eV/Å.